The molecule C21H29N3O2, computed with the ωB97M-V functional and the def2-TZVPD basis.

Output
* SMILES: CCOC(=O)[C@]1(Cc2ccccc2)CCCN(Cc2cnn(CC)c2)C1
* E_LUMO: 0.8 eV
* calculated total energy: -1132.37698 Eh
* Kohn-Sham gap: 0.342 hartree
* spin multiplicity: 1

Each line ends with the Löwdin charge.
Cartesian coordinates (Å):
C1 -0.85136 -1.40448 3.17603  -0.0493
C2 -0.23074 -0.15797 2.56372  -0.2003
O1 -0.61136 0.00213 1.19792  -0.0027
C3 -1.84673 0.41956 0.95243  -0.4739
O2 -2.64169 0.72332 1.80725  0.1221
C4 -2.13550 0.54302 -0.54223  -0.3271
C5 -1.95910 2.03824 -0.90621  -0.0658
C6 -0.56363 2.51110 -0.61512  -0.2200
C7 0.42403 2.46352 -1.59167  -0.0506
C8 1.72736 2.82532 -1.29970  -0.0929
C9 2.06213 3.24358 -0.02341  -0.1047
C10 1.08202 3.31527 0.95188  -0.0707
C11 -0.22031 2.95579 0.65593  -0.0344
C12 -3.57362 0.08412 -0.80866  -0.1254
C13 -3.69289 -1.41780 -0.55817  -0.1517
C14 -2.64369 -2.19482 -1.35129  -0.1917
N1 -1.32898 -1.71627 -0.98641  -0.1474
C15 -0.22492 -2.53378 -1.46909  -0.1392
C16 1.00995 -2.18650 -0.70590  -0.1975
C17 1.42164 -2.70758 0.53132  -0.1144
N2 2.49809 -2.08979 0.97707  0.0852
N3 2.80032 -1.17345 0.06451  -0.1699
C18 3.93463 -0.30699 0.23344  -0.1899
C19 5.09610 -0.71793 -0.66848  -0.0736
C20 1.93719 -1.19764 -0.96907  -0.0321
C21 -1.18375 -0.32790 -1.36002  -0.1358
H1 -0.61617 -2.26762 2.55969  0.0630
H2 -1.93077 -1.29215 3.23653  0.0736
H3 -0.45332 -1.55753 4.17505  0.0793
H4 0.85791 -0.23652 2.53928  0.1152
H5 -0.53195 0.73335 3.12502  0.1227
H6 -2.18686 2.16498 -1.96702  0.1284
H7 -2.68017 2.61610 -0.32432  0.1346
H8 0.16930 2.14208 -2.59188  0.1152
H9 2.48375 2.78169 -2.07102  0.1025
H10 3.07990 3.52358 0.20813  0.1002
H11 1.33437 3.65288 1.94653  0.1048
H12 -0.98217 3.01895 1.41973  0.1215
H13 -3.83412 0.30999 -1.84572  0.1250
H14 -4.25797 0.62427 -0.15291  0.1225
H15 -4.69111 -1.76377 -0.83252  0.1135
H16 -3.54112 -1.61370 0.50401  0.1158
H17 -2.83547 -2.07855 -2.43644  0.1265
H18 -2.71223 -3.25810 -1.10731  0.1198
H19 -0.47910 -3.58141 -1.28835  0.1231
H20 -0.05678 -2.39901 -2.55412  0.1289
H21 0.98200 -3.50640 1.09465  0.1072
H22 3.62812 0.72147 0.01555  0.1027
H23 4.23007 -0.37830 1.28220  0.1204
H24 5.39603 -1.73943 -0.44863  0.0770
H25 5.94533 -0.06047 -0.50404  0.0705
H26 4.80704 -0.65916 -1.71519  0.0680
H27 2.04573 -0.53144 -1.80213  0.1303
H28 -1.39779 -0.17700 -2.43755  0.1463
H29 -0.15788 -0.02252 -1.16283  0.0953

A structure of composition C20H38B2Ca2ClF5KNNaO16PS, computed with the ωB97M-V functional and the def2-TZVPD basis.

Output
* E_LUMO: -9.6 eV
* total charge: +2
* calculated total energy: -5908.79884 Eh
* Kohn-Sham gap: 0.056 hartree
* spin multiplicity: 1

Each line ends with the Löwdin charge.
Cartesian coordinates (Å):
C1 -2.88100 4.80112 -3.74600  -0.0564
O1 -2.10748 3.67610 -4.30324  -0.2492
C2 -1.60886 2.87817 -3.24254  -0.3403
C3 -0.50357 3.56976 -2.40835  -0.1576
C4 0.89641 3.54598 -3.11198  -0.1855
C5 1.72469 4.84695 -2.96415  -0.1225
C6 2.31896 5.14895 -1.56550  -0.0663
N1 1.34382 5.31894 -0.47835  -0.0114
C7 0.99388 4.49639 0.42555  -0.0020
C8 -0.07422 5.06811 1.43875  -0.1163
B1 0.04808 4.27738 2.82487  -0.3447
C9 -0.24907 4.82230 4.25951  0.0255
O2 0.48463 2.88495 2.72429  -0.0430
C10 0.40861 6.56218 1.33268  -0.0698
C11 0.61177 6.55388 -0.21309  -0.1910
H1 -3.71571 5.04853 -4.41058  0.1082
H2 -2.20861 5.66098 -3.58675  -0.0217
H3 -3.25764 4.52446 -2.74763  0.0944
H4 -1.19987 1.86968 -3.60494  -0.0031
H5 -2.41102 2.60833 -2.51957  0.1360
H6 -0.74594 4.62878 -2.17968  0.0814
H7 -0.41060 2.97592 -1.47147  0.0853
H8 0.72143 3.41442 -4.20597  0.1069
H9 1.47897 2.65934 -2.80165  0.0746
H10 1.11942 5.66853 -3.38030  0.1238
H11 2.59575 4.72737 -3.63016  0.1387
H12 2.84782 6.11406 -1.64923  0.1522
H13 3.09118 4.42387 -1.24000  0.1046
H14 1.48288 3.51336 0.39988  0.1007
H15 -1.12464 5.10945 1.08593  0.1665
H16 -0.87451 5.72348 4.29165  0.0872
H17 0.69612 5.04755 4.79504  0.1047
H18 -0.74983 4.05099 4.87645  0.0770
H19 -0.10694 2.52017 2.03606  -0.0140
H20 1.36311 6.70925 1.86453  0.1393
H21 -0.39118 7.26623 1.58735  0.1401
H22 -0.43242 6.52718 -0.68414  -0.0972
H23 1.11973 7.48232 -0.50248  0.1464
Cl1 -1.71112 7.26442 -1.92386  -0.1553
O3 5.39065 1.36105 -2.03679  -0.2988
S1 4.45529 1.83869 -1.02195  0.1984
O4 4.37389 0.87221 0.10692  -0.4042
O5 3.09111 1.96059 -1.60152  -0.4711
O6 4.86688 3.16361 -0.52582  -0.3513
C12 -0.59859 -0.44636 2.71973  -0.2028
O7 -1.92736 -0.40941 2.23221  -0.2845
P1 -2.59179 -1.79003 1.38083  0.6770
O8 -3.50476 -0.90612 0.57938  -0.2452
O9 -3.35855 -2.43360 2.68295  -0.2213
C13 -3.96830 -1.66355 3.69969  -0.0793
O10 -2.92391 -3.19872 0.54124  -0.1758
C14 -2.03462 -3.51283 -0.55478  -0.0722
H24 -0.39065 0.52312 3.20169  0.0876
H25 -0.45020 -1.24839 3.44970  0.1132
H26 0.08846 -0.59453 1.87843  -0.0027
H27 -4.38081 -0.73107 3.31586  0.1143
H28 -3.24386 -1.45154 4.49229  0.0022
H29 -4.77407 -2.24954 4.13700  0.1255
H30 -1.01558 -3.64346 -0.19203  0.0818
H31 -2.06476 -2.71277 -1.30352  0.0774
H32 -2.36492 -4.44426 -1.01444  0.0786
Ca1 -1.66879 1.04449 -5.28507  1.7894
Na1 -1.93670 -1.51054 5.78168  0.8772
B2 -3.11678 -8.95032 -0.09863  -1.0431
O11 -2.20725 -7.79139 -0.34825  0.2228
C15 -2.51769 -7.28340 -1.50990  -0.4189
O12 -1.96426 -6.32450 -2.00362  0.0664
C16 -3.65495 -8.06576 -2.11727  -0.4258
O13 -4.16823 -7.84357 -3.17873  0.1346
O14 -3.99780 -9.03137 -1.29268  0.2353
F1 -3.87515 -8.71871 1.05167  0.1339
F2 -2.37359 -10.11737 0.03845  0.1510
C17 1.63789 -5.93756 -0.40051  -0.0598
C18 2.53114 -6.95752 0.27860  -0.2195
O15 3.85425 -6.49458 0.50923  -0.3199
C19 4.10885 -5.59128 1.64489  -0.6544
O16 3.63508 -6.04819 2.73154  -0.0634
C20 3.66676 -4.08809 1.37308  -0.5591
F3 3.88078 -3.71882 0.06255  -0.1361
F4 4.39848 -3.22752 2.10222  0.1518
F5 2.38289 -3.81500 1.62820  0.1194
H33 2.17373 -5.40258 -1.19157  0.0769
H34 0.77111 -6.42690 -0.83266  0.0764
H35 1.26182 -5.20313 0.30977  0.0519
H36 2.63981 -7.80133 -0.40403  0.1297
H37 2.07113 -7.35846 1.18181  0.1308
H38 5.21264 -5.50153 1.58260  0.0807
K1 5.15872 -5.14713 -0.25731  1.1962
Ca2 0.83955 1.03920 1.10593  1.5827

A structure of composition C27H24Cl2O2PSn, computed with the ωB97M-V functional and the def2-TZVPD basis.

Output
* E_LUMO: -13.1 eV
* total charge: +3
* calculated total energy: -2668.72010 Eh
* Kohn-Sham gap: 0.136 hartree
* spin multiplicity: 1

Each line ends with the Löwdin charge.
Cartesian coordinates (Å):
Sn1 1.10822 1.71686 2.15655  1.4793
C1 0.64415 3.21000 -2.90588  -0.0316
C2 1.45820 3.12476 -1.66303  -0.2588
C3 2.29674 2.02921 -1.42865  -0.0609
C4 3.17900 2.02247 -0.36064  -0.1371
C5 3.20712 3.10136 0.53327  -0.1788
C6 2.32465 4.17134 0.34816  -0.0936
C7 1.46632 4.17941 -0.74134  -0.0173
H1 0.47034 4.24643 -3.18123  0.0965
H2 -0.33314 2.74046 -2.78481  0.0816
H3 1.14515 2.71232 -3.73302  0.0903
H4 2.31882 1.22491 -2.14975  0.1075
H5 3.92246 1.23967 -0.28147  0.1185
H6 4.00169 3.17403 1.27310  0.1264
H7 2.38451 5.04432 0.98677  0.1304
H8 0.86372 5.05407 -0.93095  0.1302
Cl1 -0.08744 -0.79628 2.64111  0.6221
C8 -0.93059 -2.29298 2.32417  -0.5989
C9 -1.29522 -3.13608 3.35900  -0.0354
C10 -1.98442 -4.30704 3.06144  0.0111
C11 -2.29743 -4.63358 1.75146  -0.0087
C12 -1.92621 -3.79299 0.71494  -0.0481
C13 -1.23569 -2.61391 1.00296  -0.3753
P1 -0.84740 -1.52996 -0.40306  1.3573
C14 -2.32202 -0.77694 -1.08202  -0.3246
C15 -2.79347 -1.10929 -2.36252  -0.0503
C16 -3.95126 -0.51123 -2.82051  -0.0042
C17 -4.61047 0.44702 -2.05510  0.0357
C18 -4.16002 0.74991 -0.77056  -0.0073
C19 -3.02279 0.14221 -0.28078  -0.0525
C20 0.36346 -2.18061 -1.52511  -0.3156
C21 1.22835 -3.19452 -1.06749  -0.0272
C22 2.14443 -3.74509 -1.93499  0.0064
C23 2.22522 -3.28902 -3.25077  0.0592
C24 1.40475 -2.24843 -3.69219  0.0033
C25 0.50034 -1.66471 -2.83041  -0.0489
H9 -1.05858 -2.89645 4.38526  0.1351
H10 -2.28053 -4.96657 3.86363  0.1407
H11 -2.83516 -5.54407 1.52755  0.1377
H12 -2.17060 -4.04604 -0.30643  0.1277
H13 -2.30289 -1.86444 -2.95868  0.1181
H14 -4.35592 -0.79952 -3.78084  0.1382
H15 -5.47094 0.96358 -2.45768  0.1423
H16 -4.69526 1.46453 -0.16275  0.1352
H17 -2.65236 0.38981 0.70851  0.1139
H18 1.15263 -3.55513 -0.05390  0.1247
H19 2.79828 -4.53460 -1.59959  0.1392
H20 2.93912 -3.73668 -3.92459  0.1454
H21 1.47971 -1.89678 -4.71049  0.1380
H22 -0.10101 -0.82717 -3.15850  0.1189
Cl2 3.66861 3.83857 5.76752  0.6429
C26 1.89804 3.67925 5.78543  -0.4636
C27 1.47183 2.86781 4.58547  -0.7617
O1 1.91416 1.70968 4.37799  -0.1373
O2 0.68164 3.38993 3.75940  -0.1188
H23 1.44743 4.67350 5.71756  0.0980
H24 1.61171 3.18269 6.71844  0.1046

A structure of composition C17H52FNO24P6S, computed with the ωB97M-V functional and the def2-TZVPD basis.

Output
* E_LUMO: -2.4 eV
* calculated total energy: -5085.34428 Eh
* Kohn-Sham gap: 0.268 hartree
* spin multiplicity: 1

Each line ends with the Löwdin charge.
Cartesian coordinates (Å):
C1 2.31399 0.03095 3.35539  -0.0719
O1 1.36503 -0.93722 2.91999  -0.1479
C2 0.26548 -0.37009 2.29810  -0.2747
N1 -0.86925 -0.30762 3.27126  -0.2892
P1 -2.04367 -1.55598 3.00813  0.6807
O2 -2.91790 -1.32397 1.86177  -0.3967
S1 -1.53705 1.17021 3.53822  0.5237
O3 -2.94516 1.10860 3.46152  -0.2544
O4 -1.09635 1.66605 4.78384  -0.2382
F1 -1.05080 2.13656 2.42268  -0.1234
H1 3.25747 -0.47407 3.53484  0.0904
H2 2.48320 0.80190 2.60853  0.0471
H3 2.01837 0.49113 4.30138  0.0927
H4 -0.01908 -1.05457 1.49877  0.1229
H5 0.50063 0.58642 1.84038  0.1164
H6 -1.25699 -2.69157 2.73584  0.0398
H7 -2.75802 -1.73251 4.20158  0.0346
C3 2.72461 -5.46137 0.42678  -0.1192
O5 1.60415 -5.31611 -0.44344  -0.3038
P2 0.09354 -5.47506 0.26174  0.6936
O6 0.43299 -4.79178 1.55626  -0.2607
O7 0.28498 -7.10818 0.28004  -0.2853
C4 0.52253 -7.80339 -0.95359  -0.0988
O8 -1.53156 -5.62905 0.59324  -0.2934
C5 -1.87743 -6.28359 1.81782  -0.1089
H8 3.58721 -5.66315 -0.20874  0.0921
H9 2.89876 -4.54228 0.98067  0.0838
H10 2.58295 -6.29246 1.11705  0.0898
H11 1.57119 -8.09547 -1.00336  0.0863
H12 0.28704 -7.19289 -1.82462  0.0823
H13 -0.09724 -8.69759 -0.96865  0.0885
H14 -1.85078 -5.56422 2.63523  0.0790
H15 -1.21813 -7.11788 2.03975  0.0857
H16 -2.89279 -6.66112 1.71008  0.0826
C6 1.47114 4.01536 1.20910  -0.0998
O9 2.03450 3.59804 -0.03341  -0.2892
P3 3.58485 2.99766 0.02283  0.6441
O10 3.45640 2.24082 1.31016  -0.2617
O11 4.22505 4.48435 0.18904  -0.2552
C7 3.90846 5.48272 -0.80117  -0.0908
O12 5.01622 2.31673 -0.45960  -0.2772
C8 6.08679 2.36566 0.48302  -0.1125
H17 0.62820 4.66427 0.97069  0.0987
H18 1.10686 3.15805 1.76702  0.0593
H19 2.19100 4.57209 1.80822  0.0954
H20 3.19459 6.18551 -0.37722  0.0801
H21 3.47889 5.04995 -1.70328  0.0810
H22 4.82170 6.01246 -1.06092  0.0877
H23 5.99996 1.53004 1.17517  0.0865
H24 6.10600 3.30295 1.03404  0.0845
H25 7.01264 2.26957 -0.08268  0.0903
C9 -6.96845 -8.11334 2.38452  -0.1049
O13 -6.75293 -7.58438 3.69324  -0.2780
P4 -5.52062 -8.26850 4.54582  0.5910
O14 -4.47438 -8.51266 3.52542  -0.2431
O15 -6.43093 -9.59270 4.88084  -0.2832
C10 -7.76022 -9.42227 5.39366  -0.1006
O16 -4.69588 -8.39145 5.95878  -0.2615
C11 -3.93425 -9.58723 6.14049  -0.1042
H26 -7.97505 -7.81777 2.09179  0.0946
H27 -6.25550 -7.68994 1.68110  0.0865
H28 -6.89637 -9.20034 2.38095  0.0910
H29 -8.47893 -9.63850 4.60352  0.0856
H30 -7.93557 -8.41193 5.76033  0.0837
H31 -7.90646 -10.12700 6.20983  0.0882
H32 -2.96356 -9.47619 5.66059  0.0889
H33 -4.44499 -10.46218 5.74665  0.0847
H34 -3.79294 -9.71300 7.21260  0.0913
C12 -1.49412 3.98437 -6.17812  -0.1139
O17 -0.98830 4.56563 -4.97798  -0.2943
P5 0.25497 3.74600 -4.23306  0.6614
O18 0.97061 3.33525 -5.48394  -0.2568
O19 -0.72548 2.60159 -3.60899  -0.2665
C13 -1.83412 2.99912 -2.77932  -0.0839
O20 1.51253 3.36416 -3.20746  -0.2954
C14 2.01327 2.03643 -3.34403  -0.1109
H35 -2.47602 4.42669 -6.34768  0.0919
H36 -0.84650 4.22327 -7.01777  0.0852
H37 -1.59799 2.90414 -6.08229  0.0900
H38 -2.75789 2.89589 -3.34698  0.0882
H39 -1.74422 4.02906 -2.43695  0.0846
H40 -1.87084 2.33917 -1.91563  0.0890
H41 2.74606 2.00246 -4.14819  0.0910
H42 1.22367 1.31425 -3.53522  0.0885
H43 2.50573 1.76511 -2.40570  0.0693
C15 0.17588 8.21104 -5.19886  -0.1149
O21 1.42733 7.54968 -5.38186  -0.3005
P6 2.51809 7.64985 -4.11806  0.6934
O22 1.48470 7.49212 -3.03578  -0.2570
O23 2.87472 9.20690 -4.47477  -0.2755
C16 3.38343 9.53101 -5.78124  -0.0912
O24 3.82083 7.50852 -3.08861  -0.2944
C17 3.82414 8.39225 -1.96448  -0.1254
H44 -0.25671 8.33421 -6.19164  0.0949
H45 -0.49145 7.60191 -4.59507  0.0772
H46 0.30894 9.19000 -4.73910  0.0898
H47 2.59590 10.01029 -6.36133  0.0882
H48 3.72967 8.65012 -6.32009  0.0844
H49 4.21271 10.22521 -5.66441  0.0886
H50 3.22378 7.96669 -1.16456  0.0639
H51 3.45061 9.38058 -2.21899  0.0872
H52 4.85790 8.48153 -1.63142  0.0972

A cluster of 2 separate species, C5H7N4 in total, computed with the ωB97M-V functional and the def2-TZVPD basis.

Output
* E_LUMO (alpha / beta): -6.0 / -5.5 eV
* total charge: +1
* calculated total energy: -413.21083 Eh
* Kohn-Sham gap (alpha / beta): 0.316 / 0.282 hartree
* spin multiplicity: 1

Each line ends with the Löwdin charge.
Cartesian coordinates (Å):
C1 2.18003 -2.56764 0.08465  0.3279
C2 2.80483 1.24357 -0.25784  -0.2500
C3 1.11787 -0.38289 -0.04562  -0.1095
C4 -2.60599 0.41029 -0.49074  -0.0502
C5 -1.55931 0.33341 0.65055  -0.3852
N1 3.90566 1.53961 -0.32637  0.2212
N2 -0.75404 -0.75267 0.58670  0.2243
N3 1.78127 -1.47008 0.02090  0.1195
N4 1.52079 0.87477 -0.17481  0.1025
H1 2.56600 -3.55094 0.07522  0.1222
H2 -3.08322 -0.55921 -0.61915  0.0824
H3 -3.35886 1.14772 -0.22839  0.0859
H4 -2.12258 0.69320 -1.42321  0.0755
H5 -2.13385 0.11186 1.57510  0.1505
H6 -1.07985 1.31495 0.80061  0.1184
H7 0.82125 1.61405 -0.22759  0.1647